{
  "formula": "C6H7NO4",
  "method": "ωB97M-V with the def2-TZVPD basis set",
  "elements": ["C", "C", "N", "C", "C", "O", "C", "O", "O", "C", "O", "H", "H", "H", "H", "H", "H", "H"],
  "coordinates": [[2.45, -0.22, -0.36], [1.48, 0.96, -0.16], [0.50, 0.76, 0.94], [-0.64, 0.05, 0.59], [-1.69, 0.42, -0.15], [-1.91, 1.58, -0.76], [-2.62, -0.73, -0.27], [-3.51, -0.86, -1.04], [-2.23, -1.67, 0.65], [-0.91, -1.35, 0.99], [-0.19, -2.15, 1.49], [2.41, -0.58, -1.39], [3.48, 0.08, -0.17], [2.20, -1.06, 0.28], [2.02, 1.88, 0.04], [0.91, 1.13, -1.07], [0.96, 0.25, 1.68], [-2.71, 1.50, -1.30]],
  "gap_ev": 8.86,
  "smiles": "CCNC1=C(O)C(=O)OC1=O",
  "e_above_lowest_ev": 0.0000,
  "energy_ev": -16015.35344
}